1.
This record from the Open Molecules 2025 dataset describes C5H12N2O as an isolated structure. The level of theory is wB97M-V/def2-TZVPD.

Geometry as XYZ:
```
20
Properties=species:S:1:pos:R:3
O 2.235 0.281 0.715
N -1.382 -1.499 -1.098
N 0.065 1.612 -1.731
C 0.816 0.616 0.355
C -0.473 -0.582 2.291
C -0.039 -0.488 0.810
C 0.393 0.403 -1.123
C -0.783 -0.246 -0.457
H -0.352 1.450 -2.680
H 0.392 1.636 0.682
H 0.622 -1.384 0.605
H -1.253 0.073 2.596
H -0.610 -1.580 2.655
H 0.372 -0.378 2.922
H -0.888 -1.739 -2.010
H 2.666 1.125 0.604
H 1.135 -0.284 -1.592
H -2.429 -1.512 -1.180
H -1.449 0.590 -0.281
H 0.963 1.905 -2.084
```

Summary:
Frontier orbital gap ... 9.885 eV
Highest occupied orbital energy ... -9.02 eV
ΔE to the lowest compared entry with this formula, charge and spin ... 314.6 kJ/mol

The net atomic charges from Löwdin, expressed in e, are: atom 1 (O): -0.032, atom 2 (N): 0.037, atom 3 (N): 0.043, atom 4 (C): -0.289, atom 5 (C): -0.024, atom 6 (C): -0.301, atom 7 (C): -0.365, atom 8 (C): -0.330, atom 9 (H): 0.108, atom 10 (H): 0.184, atom 11 (H): 0.165, atom 12 (H): 0.061, atom 13 (H): 0.063, atom 14 (H): 0.068, atom 15 (H): 0.082, atom 16 (H): 0.064, atom 17 (H): 0.170, atom 18 (H): 0.070, atom 19 (H): 0.147, atom 20 (H): 0.077

---

2.
This record from the Open Molecules 2025 dataset describes a 2-piece molecular cluster, C6H10O overall. The level of theory is wB97M-V/def2-TZVPD.

Geometry as XYZ:
```
17
Properties=species:S:1:pos:R:3
O -0.467 -1.228 -2.197
C -0.189 -1.375 1.546
C -0.710 -1.478 0.176
C -0.038 2.129 -0.051
C 0.007 -1.230 -0.925
C 0.346 2.030 -1.319
C 0.799 -0.574 1.957
H 1.048 2.734 -1.761
H -1.755 -1.770 0.064
H -0.687 -2.005 2.283
H 0.332 2.918 0.600
H -0.021 1.239 -1.969
H 1.303 0.116 1.284
H 1.123 -0.576 2.994
H 1.067 -0.998 -0.904
H -1.427 -1.350 -2.171
H -0.730 1.417 0.392
```

Summary:
Frontier orbital gap ... 9.328 eV
Highest occupied orbital energy ... -8.43 eV
ΔE to the lowest compared entry with this formula, charge and spin ... 185.8 kJ/mol

The net atomic charges from Löwdin, expressed in e, are: atom 1 (O): 0.001, atom 2 (C): -0.197, atom 3 (C): -0.124, atom 4 (C): -0.084, atom 5 (C): -0.222, atom 6 (C): -0.068, atom 7 (C): -0.010, atom 8 (H): 0.048, atom 9 (H): 0.106, atom 10 (H): 0.092, atom 11 (H): 0.051, atom 12 (H): 0.032, atom 13 (H): 0.044, atom 14 (H): 0.051, atom 15 (H): 0.130, atom 16 (H): 0.108, atom 17 (H): 0.041

---

3.
This record from the Open Molecules 2025 dataset describes C2H4ClI as an isolated structure. The level of theory is wB97M-V/def2-TZVPD.

Geometry as XYZ:
```
8
Properties=species:S:1:pos:R:3
I 0.630 -3.456 2.571
Cl 1.928 -0.632 3.174
C 1.049 -1.511 2.058
C 0.117 0.732 -0.305
H 1.047 0.278 -0.720
H 0.358 1.192 0.569
H -0.219 1.564 -0.939
H -0.672 -0.017 -0.075
```

Summary:
Frontier orbital gap ... 7.689 eV
Highest occupied orbital energy ... -8.93 eV
ΔE to the lowest compared entry with this formula, charge and spin ... 317.0 kJ/mol

The net atomic charges from Löwdin, expressed in e, are: atom 1 (I): 0.719, atom 2 (Cl): 0.493, atom 3 (C): -1.175, atom 4 (C): -0.071, atom 5 (H): 0.034, atom 6 (H): -0.047, atom 7 (H): 0.020, atom 8 (H): 0.028

---

4.
This record from the Open Molecules 2025 dataset describes a 2-piece molecular cluster, CHO3S overall. The level of theory is wB97M-V/def2-TZVPD.

Geometry as XYZ:
```
6
Properties=species:S:1:pos:R:3
S 1.104 0.778 0.078
O -0.892 -1.379 -1.253
O -1.062 -1.405 1.038
O 1.454 1.997 -0.824
C -0.862 -1.282 -0.098
H 0.259 1.292 1.058
```

Summary:
Total charge ... -1
Frontier orbital gap ... 5.517 eV
Highest occupied orbital energy ... -1.88 eV
ΔE to the lowest compared entry with this formula, charge and spin ... 79.8 kJ/mol

The net atomic charges from Löwdin, expressed in e, are: atom 1 (S): 0.447, atom 2 (O): 0.125, atom 3 (O): 0.121, atom 4 (O): -0.923, atom 5 (C): -0.588, atom 6 (H): -0.181

---

Number 1: largest force on an atom 4.17 eV/A. Number 2: largest force on an atom 0.34 eV/A. Number 3: largest force on an atom 3.09 eV/A. Number 4: largest force on an atom 1.10 eV/A.